Record 1
A molecular structure, C59H60BBiN4O6P2Si, computed with wB97M-V/def2-TZVPD.

```
134
Properties=species:S:1:pos:R:3
Bi -0.389 0.837 1.112
C -3.557 2.035 -0.253
Si -2.039 1.193 -0.980
C -2.676 0.078 -2.407
C -3.458 0.764 -3.349
C -3.965 0.139 -4.472
C -3.716 -1.213 -4.688
C -2.969 -1.916 -3.765
C -2.442 -1.281 -2.636
P -1.617 -2.208 -1.298
C -3.053 -3.228 -0.779
C -3.939 -2.609 0.106
C -5.057 -3.275 0.577
C -5.305 -4.583 0.179
C -4.438 -5.206 -0.704
C -3.320 -4.530 -1.184
C -0.532 -3.433 -2.107
C -0.120 -4.552 -1.377
C 0.847 -5.413 -1.871
C 1.432 -5.166 -3.105
C 1.045 -4.050 -3.831
C 0.078 -3.186 -3.335
C -1.060 2.510 -1.951
C -1.771 3.590 -2.500
C -1.173 4.506 -3.344
C 0.173 4.367 -3.671
C 0.902 3.336 -3.115
C 0.302 2.411 -2.255
P 1.365 1.192 -1.363
C 2.577 2.434 -0.746
C 3.944 2.395 -0.998
C 4.781 3.398 -0.528
C 4.266 4.451 0.216
C 2.903 4.498 0.467
C 2.068 3.501 -0.009
C 2.207 0.320 -2.739
C 3.380 -0.416 -2.563
C 3.945 -1.112 -3.621
C 3.342 -1.108 -4.870
C 2.149 -0.422 -5.045
C 1.582 0.275 -3.989
H -4.416 1.979 -0.924
H -3.343 3.088 -0.055
H -3.831 1.574 0.699
H -3.667 1.819 -3.214
H -4.560 0.704 -5.179
H -4.121 -1.712 -5.559
H -2.797 -2.977 -3.905
H -3.739 -1.599 0.448
H -5.726 -2.778 1.268
H -6.171 -5.112 0.556
H -4.631 -6.220 -1.032
H -2.670 -5.026 -1.894
H -0.555 -4.748 -0.402
H 1.141 -6.279 -1.291
H 2.184 -5.839 -3.498
H 1.500 -3.847 -4.791
H -0.209 -2.318 -3.914
H -2.818 3.722 -2.252
H -1.750 5.329 -3.747
H 0.651 5.074 -4.337
H 1.961 3.252 -3.333
H 4.367 1.595 -1.590
H 5.839 3.369 -0.766
H 4.916 5.236 0.580
H 2.476 5.316 1.030
H 1.003 3.583 0.177
H 3.830 -0.470 -1.580
H 4.861 -1.669 -3.464
H 3.788 -1.648 -5.695
H 1.652 -0.427 -6.008
H 0.653 0.807 -4.150
N 1.537 -2.451 0.317
C 2.771 -2.492 1.082
C 3.955 -3.165 0.344
C 5.046 -3.792 1.227
C 6.364 -3.012 1.237
N 6.131 -1.644 1.696
C 6.434 -0.528 1.053
N 5.812 0.593 1.395
N 7.362 -0.516 0.071
C 3.189 -1.058 1.409
O 3.777 -0.863 2.522
O 3.066 -0.213 0.507
H 1.280 -3.362 -0.045
H 1.622 -1.804 -0.461
H 2.584 -3.016 2.021
H 4.406 -2.427 -0.331
H 3.527 -3.930 -0.309
H 5.268 -4.802 0.878
H 4.695 -3.894 2.258
H 6.796 -3.010 0.234
H 7.080 -3.493 1.907
H 5.306 -1.520 2.317
H 4.937 0.480 1.933
H 5.955 1.438 0.870
H 8.005 -1.282 -0.007
H 7.651 0.362 -0.320
C 1.811 6.140 4.337
C 0.841 5.018 4.083
C 1.125 3.729 4.503
C 0.210 2.690 4.353
C 0.551 1.335 4.910
C -1.015 2.950 3.742
C -1.325 4.243 3.306
C -2.676 4.542 2.714
C -0.386 5.253 3.468
C -2.090 1.884 3.626
O -2.993 1.864 4.438
O -2.059 1.075 2.593
H 2.839 5.820 4.158
H 1.751 6.481 5.374
H 1.602 6.999 3.698
H 2.076 3.520 4.984
H 0.700 1.405 5.990
H 1.474 0.948 4.474
H -0.238 0.607 4.735
H -2.868 3.924 1.833
H -2.750 5.589 2.422
H -3.466 4.318 3.431
H -0.635 6.259 3.144
O -1.219 -2.501 1.589
B -0.446 -1.381 1.851
O 0.347 -1.599 2.980
C 0.114 -2.901 3.349
C 0.687 -3.627 4.367
C 0.251 -4.946 4.507
C -0.715 -5.487 3.664
C -1.290 -4.736 2.638
C -0.840 -3.443 2.506
H 1.429 -3.190 5.020
H 0.668 -5.558 5.295
H -1.036 -6.509 3.814
H -2.058 -5.135 1.987
```

The calculation puts the electronic energy at -4166.61338 a.u. The calculation puts the lowest unoccupied orbital energy at -0.09 eV. The value obtained for the relative energy (zero: lowest compared OMol25 entry of this formula, charge and spin) is 18.1 kcal per mole. The value obtained for the HOMO-LUMO gap is 7.21 eV. For the HOMO energy, the calculation gives -0.2681 Ha.



Record 2
A molecular structure, C38H54N5O2Pt in a non-equilibrium geometry, computed with wB97M-V/def2-TZVPD.

```
100
Properties=species:S:1:pos:R:3
Pt -2.044 -0.268 0.331
C -4.553 -0.262 2.469
N -3.979 0.812 1.675
C -4.980 1.371 0.778
C -3.440 1.864 2.535
C -1.959 1.705 2.908
N -1.089 1.560 1.752
C 0.259 1.118 2.126
C 0.567 -0.375 2.150
C 1.904 -0.717 2.022
C 2.330 -2.036 2.062
C 1.355 -3.010 2.253
C 0.004 -2.737 2.363
C -0.425 -1.383 2.278
O -1.689 -1.065 2.318
C -0.949 -3.930 2.470
C -0.520 -4.842 3.632
C -0.875 -4.682 1.133
C -2.425 -3.590 2.702
C 3.774 -2.476 1.872
C 4.747 -1.311 1.672
C 4.241 -3.255 3.111
C 3.873 -3.364 0.623
C -1.035 2.778 0.942
C -0.529 2.559 -0.461
C 0.634 3.173 -0.865
C 1.058 3.138 -2.186
C 0.288 2.412 -3.086
C -0.877 1.751 -2.732
C -1.323 1.822 -1.381
O -2.471 1.322 -0.994
C -1.731 1.057 -3.792
C -3.073 1.795 -3.908
C -1.070 1.038 -5.177
C -2.004 -0.404 -3.420
C 2.277 3.949 -2.588
C 1.970 5.437 -2.353
C 3.478 3.532 -1.731
C 2.665 3.750 -4.055
H -5.322 0.115 3.168
H -3.761 -0.756 3.025
H -5.011 -0.996 1.806
H -5.758 1.928 1.326
H -5.455 0.568 0.219
H -4.493 2.030 0.063
H -4.019 1.921 3.473
H -3.566 2.823 2.028
H -1.839 0.807 3.515
H -1.673 2.587 3.518
H 0.519 1.535 3.118
H 0.944 1.560 1.399
H 2.619 0.080 1.873
H 1.678 -4.040 2.283
H 0.481 -5.241 3.497
H -1.204 -5.686 3.715
H -0.543 -4.291 4.571
H 0.127 -5.052 0.935
H -1.148 -4.002 0.330
H -1.564 -5.526 1.131
H -2.569 -3.043 3.630
H -2.996 -4.519 2.761
H -2.817 -2.995 1.882
H 4.766 -0.655 2.540
H 4.488 -0.732 0.791
H 5.749 -1.710 1.526
H 4.141 -2.635 4.000
H 5.286 -3.540 3.000
H 3.657 -4.158 3.261
H 3.642 -2.784 -0.267
H 3.183 -4.202 0.661
H 4.885 -3.753 0.523
H -0.420 3.549 1.443
H -2.049 3.175 0.848
H 1.202 3.719 -0.122
H 0.617 2.366 -4.108
H -2.926 2.814 -4.261
H -3.561 1.823 -2.938
H -3.723 1.276 -4.612
H -0.970 2.038 -5.595
H -1.687 0.451 -5.855
H -0.087 0.573 -5.133
H -2.450 -0.483 -2.428
H -1.079 -0.975 -3.431
H -2.692 -0.846 -4.142
H 1.729 5.624 -1.309
H 1.118 5.753 -2.953
H 2.831 6.048 -2.620
H 3.303 3.725 -0.676
H 4.366 4.086 -2.035
H 3.656 2.468 -1.866
H 1.879 4.083 -4.731
H 2.881 2.702 -4.239
H 3.563 4.328 -4.271
N -0.847 -1.674 -0.693
C 0.200 -1.636 -1.217
C 1.376 -1.714 -1.907
C 1.804 -2.934 -2.433
N 2.165 -3.933 -2.886
C 2.157 -0.590 -2.164
N 2.834 0.311 -2.415
```

The calculation puts the electronic energy at -2023.99232 a.u. The calculation puts the lowest unoccupied orbital energy at 2.06 eV. The total charge is -1. The value obtained for the HOMO-LUMO gap is 6.84 eV. For the HOMO energy, the calculation gives -0.1756 Ha.



Record 3
A molecular structure, C11H12N4NiO5 in a non-equilibrium geometry, computed with wB97M-V/def2-TZVPD.

```
33
Properties=species:S:1:pos:R:3
O -0.002 3.414 -1.286
C -0.001 2.296 -1.089
Ni 0.004 -0.080 -0.241
O -0.001 -1.052 -2.986
C -0.003 -0.665 -1.903
C 0.009 -1.690 0.520
O 0.013 -2.759 0.960
C -1.848 0.099 -0.311
O -2.981 -0.106 -0.324
C 1.853 0.085 -0.321
O 2.987 -0.121 -0.328
C -0.040 2.169 2.065
N -0.003 0.682 2.074
C -1.198 0.175 2.803
N -1.225 0.669 4.205
C -1.227 2.156 4.162
N -0.046 2.709 3.450
C 1.170 2.218 4.148
N 1.246 0.732 4.188
C 1.228 0.239 2.785
C 0.027 0.234 4.875
H -0.953 2.505 1.552
H 0.850 2.551 1.545
H -1.185 -0.922 2.815
H -2.113 0.526 2.308
H -1.218 2.529 5.197
H -2.136 2.487 3.643
H 2.054 2.596 3.618
H 1.154 2.589 5.182
H 1.274 -0.858 2.792
H 2.116 0.642 2.281
H 0.024 0.623 5.904
H 0.055 -0.864 4.882
```

The calculation puts the electronic energy at -2529.15033 a.u. The calculation puts the lowest unoccupied orbital energy (spin up / spin down) at -7.23 / -11.45 eV. As for the multiplicity: 3. The value obtained for the relative energy (zero: lowest compared OMol25 entry of this formula, charge and spin) is 6.4 kcal per mole. The total charge is +2. The value obtained for the HOMO-LUMO gap (spin up / spin down) is 9.56 / 4.79 eV. For the HOMO energy (spin up / spin down), the calculation gives -0.6168 / -0.5969 Ha.



Record 4
A molecular structure, C16H47F7HfInNO13 in a non-equilibrium geometry, computed with wB97M-V/def2-TZVPD.

```
86
Properties=species:S:1:pos:R:3
Hf -1.742 0.799 -2.029
In 2.422 2.732 -3.225
F -1.803 1.083 -4.418
F 0.552 0.353 -3.004
F -0.576 0.569 0.025
F -0.609 2.853 -2.433
F 1.135 4.789 -1.343
F -1.830 -1.527 -2.376
F -2.935 2.636 -1.002
C -6.204 -0.636 -2.906
C -5.146 0.017 -2.016
C -4.729 -0.964 -0.981
O -3.646 -0.322 -0.325
C -3.377 -1.126 0.898
N -4.141 0.503 -2.907
H -5.892 -1.619 -3.259
H -6.484 -0.066 -3.792
H -7.152 -0.877 -2.425
H -5.335 0.980 -1.540
H -4.320 -1.894 -1.376
H -5.557 -1.171 -0.303
H -4.068 -0.707 1.629
H -2.399 -0.774 1.228
H -3.442 -2.197 0.708
H -4.445 1.462 -2.999
H -4.487 0.174 -3.797
C 1.420 -0.105 5.590
C 1.827 0.180 4.157
O 3.249 0.685 4.106
O 2.379 -0.984 6.141
H 0.413 -0.479 5.776
H 1.581 0.732 6.268
H 1.207 0.955 3.706
H 1.850 -0.648 3.449
H 3.798 0.124 4.658
H 1.812 -1.417 6.782
C 1.387 -2.750 -0.634
C 2.319 -3.062 -1.851
O 2.067 -2.134 -2.911
O 1.680 -1.501 -0.153
H 1.674 -3.457 0.144
H 0.361 -2.886 -0.976
H 2.035 -4.088 -2.085
H 3.378 -3.177 -1.619
H 1.521 -1.430 -2.552
H 0.894 -0.952 -0.207
C 2.559 2.433 0.624
C 4.030 2.941 0.227
O 3.915 3.762 -0.868
O 1.747 1.893 -0.446
H 2.042 3.252 1.123
H 2.674 1.659 1.384
H 4.433 1.995 -0.136
H 4.552 3.389 1.072
H 3.850 4.690 -0.631
H 1.042 1.391 -0.029
C -3.391 -5.494 0.937
C -2.220 -4.758 0.154
O -0.982 -5.385 0.365
O -3.096 -5.597 2.319
H -3.341 -6.443 0.404
H -4.379 -5.033 0.937
H -2.131 -3.682 0.308
H -2.480 -4.884 -0.897
H -0.828 -5.200 1.295
H -2.378 -6.178 2.580
C -0.999 3.400 3.037
C -1.541 4.508 2.124
O -0.642 4.510 0.927
O -1.599 2.161 2.620
H -1.454 3.551 4.016
H 0.073 3.534 3.183
H -1.577 5.505 2.564
H -2.542 4.155 1.877
H 0.071 5.137 1.071
H -1.312 1.829 1.766
C 6.195 1.317 -2.760
C 5.338 0.040 -2.757
O 4.014 0.231 -2.226
O 5.462 2.415 -3.262
H 7.071 1.119 -3.377
H 6.635 1.518 -1.784
H 5.820 -0.705 -2.123
H 5.308 -0.333 -3.781
H 3.414 -0.517 -2.271
H 6.005 3.197 -3.386
```

The calculation puts the electronic energy at -2607.59207 a.u. The calculation puts the lowest unoccupied orbital energy at -6.31 eV. The value obtained for the relative energy (zero: lowest compared OMol25 entry of this formula, charge and spin) is 0.0 kcal per mole. The value obtained for the HOMO-LUMO gap is 3.12 eV. For the HOMO energy, the calculation gives -0.3467 Ha.